C24H66Cl2N7NbO2P3 as an isolated structure at a distorted geometry. Source: the OMol25 dataset; level of theory: ωB97M-V with the def2-TZVPD basis set.

Values from the calculation:
Relative energy (zero: lowest compared OMol25 entry of this formula, charge and spin) in kcal/mol: 42.6
LUMO energy in eV: 1.43
DFT total energy in a.u.: -3488.917552
Orbital gap in eV: 5.019
Highest occupied orbital energy in eV: -3.59

```
! RIJCOSX wB97M-V def2-TZVPD def2/J DEFGRID3
* xyz -1 1
C -0.009 -0.133 1.385
C -0.401 -0.690 0.001
C 0.047 0.323 -1.103
C -1.222 1.138 -1.515
C -0.814 2.511 -2.068
C -1.977 3.462 -2.445
Nb -3.158 4.384 -0.730
C -1.621 3.939 0.873
C -0.574 5.003 1.238
C 0.231 4.465 2.457
Cl 0.686 5.262 -0.035
C -4.402 2.504 -0.312
C -4.825 2.283 1.158
C -6.119 1.405 1.190
Cl -3.577 1.327 2.078
P -2.253 6.804 -1.173
N -3.412 7.768 -1.766
H 0.007 -0.911 2.156
H 0.953 0.381 1.339
H -0.793 0.565 1.697
H -1.494 -0.753 -0.011
H 0.026 -1.680 -0.196
H 0.745 1.022 -0.639
H 0.467 -0.174 -1.982
H -1.756 1.284 -0.569
H -1.856 0.574 -2.209
H -0.197 2.331 -2.967
H -0.119 2.944 -1.343
H -2.680 2.964 -3.127
H -1.521 4.313 -2.978
H -4.436 4.811 -1.988
H -4.202 5.193 0.551
H -2.194 3.789 1.803
H -1.062 3.001 0.744
H -0.994 5.957 1.555
H -0.391 4.315 3.342
H 0.574 3.475 2.129
H 1.138 5.049 2.637
H -5.350 2.632 -0.852
H -3.943 1.605 -0.738
H -5.044 3.245 1.615
H -6.997 1.984 1.487
H -5.997 0.615 1.938
H -6.262 0.881 0.244
H -1.790 7.435 0.024
H -1.201 6.689 -2.126
H -3.145 8.119 -2.682
O -4.542 -4.394 -3.481
P -3.037 -4.429 -3.574
N -2.837 -6.149 -3.625
C -1.691 -6.904 -3.162
C -3.467 -6.801 -4.772
N -2.706 -3.824 -2.000
C -1.802 -4.456 -1.059
C -3.820 -3.235 -1.261
N -1.379 -4.094 -4.044
C -1.004 -2.660 -3.886
C -1.110 -4.403 -5.471
H -0.798 -6.797 -3.795
H -1.937 -7.969 -3.134
H -1.412 -6.656 -2.142
H -2.963 -6.574 -5.722
H -4.506 -6.484 -4.868
H -3.479 -7.886 -4.654
H -2.241 -5.358 -0.610
H -1.558 -3.769 -0.244
H -0.841 -4.704 -1.512
H -4.481 -4.003 -0.839
H -4.412 -2.580 -1.894
H -3.446 -2.618 -0.441
H -1.657 -2.002 -4.466
H 0.025 -2.509 -4.218
H -1.037 -2.340 -2.849
H -1.833 -3.925 -6.138
H -1.123 -5.476 -5.660
H -0.113 -4.064 -5.749
O 3.861 0.324 1.700
P 5.092 0.138 2.554
N 4.437 -1.015 3.665
C 4.819 -1.202 5.050
C 4.030 -2.282 3.057
N 5.048 1.720 3.237
C 5.093 2.008 4.656
C 4.159 2.651 2.549
N 6.744 -0.082 3.110
C 7.681 0.942 2.578
C 7.324 -1.382 2.691
H 5.810 -1.660 5.185
H 4.096 -1.853 5.546
H 4.795 -0.277 5.618
H 4.883 -2.885 2.716
H 3.389 -2.101 2.193
H 3.452 -2.889 3.755
H 4.143 1.768 5.152
H 5.292 3.071 4.822
H 5.910 1.484 5.154
H 3.104 2.471 2.784
H 4.285 2.582 1.473
H 4.397 3.685 2.815
H 7.692 0.955 1.484
H 8.692 0.739 2.934
H 7.432 1.940 2.925
H 7.224 -1.550 1.615
H 6.860 -2.217 3.215
H 8.383 -1.425 2.947
*
```

=====

A 13-piece molecular cluster, C26H78O13 overall at a distorted geometry. Source: the OMol25 dataset; level of theory: ωB97M-V with the def2-TZVPD basis set.

Values from the calculation:
Relative energy (zero: lowest compared OMol25 entry of this formula, charge and spin) in kcal/mol: 129.1
LUMO energy in eV: 0.20
DFT total energy in a.u.: -2015.261905
Orbital gap in eV: 10.218
Highest occupied orbital energy in eV: -10.02

```
! RIJCOSX wB97M-V def2-TZVPD def2/J DEFGRID3
* xyz 0 1
C -2.357 -23.441 7.398
C -0.821 -23.329 7.080
O -0.352 -24.485 6.452
H -3.035 -23.708 6.588
H -2.673 -22.504 7.856
H -2.481 -24.264 8.102
H -0.281 -23.209 8.019
H -0.530 -22.534 6.394
H -0.917 -24.577 5.682
C -9.225 -24.300 10.348
C -9.186 -25.150 9.097
O -9.197 -24.325 7.965
H -8.501 -23.489 10.278
H -9.050 -24.837 11.280
H -10.238 -23.923 10.493
H -10.022 -25.850 9.086
H -8.248 -25.700 9.017
H -10.049 -23.882 7.938
C -8.627 -28.655 2.499
C -8.762 -27.330 1.768
O -7.882 -26.429 2.330
H -7.637 -29.110 2.514
H -9.335 -29.297 1.972
H -8.957 -28.552 3.532
H -9.811 -27.050 1.859
H -8.681 -27.418 0.685
H -8.170 -26.198 3.216
C -0.424 -28.109 0.748
C -1.700 -27.359 0.506
O -1.975 -26.498 1.600
H 0.484 -27.520 0.875
H -0.185 -28.734 -0.113
H -0.502 -28.790 1.595
H -2.490 -28.079 0.290
H -1.569 -26.802 -0.422
H -2.905 -26.313 1.447
C 1.598 -14.622 -2.094
C 2.658 -13.451 -1.985
O 3.497 -13.335 -3.150
H 2.088 -15.513 -2.486
H 0.725 -14.342 -2.683
H 1.188 -14.973 -1.147
H 3.251 -13.720 -1.111
H 2.199 -12.497 -1.725
H 3.989 -12.512 -3.098
C -10.935 -15.792 -1.535
C -10.981 -14.312 -1.240
O -12.217 -14.148 -0.583
H -11.839 -16.185 -2.001
H -10.769 -16.297 -0.584
H -10.102 -16.064 -2.183
H -10.901 -13.687 -2.130
H -10.154 -13.929 -0.641
H -12.380 -13.209 -0.468
C -16.347 -15.293 5.074
C -16.328 -16.218 3.851
O -15.052 -16.702 3.544
H -17.364 -14.926 5.217
H -15.643 -14.487 4.867
H -16.011 -15.741 6.008
H -16.712 -15.755 2.942
H -17.027 -17.033 4.040
H -14.583 -16.054 3.013
C -6.812 -18.377 4.170
C -5.486 -18.768 3.445
O -5.159 -17.793 2.464
H -6.702 -17.363 4.556
H -6.964 -19.119 4.954
H -7.682 -18.384 3.515
H -5.644 -19.744 2.986
H -4.642 -18.788 4.134
H -4.697 -17.086 2.921
C 2.367 -16.399 7.014
C 3.425 -16.472 5.869
O 4.756 -16.078 6.213
H 2.742 -16.905 7.904
H 1.417 -16.841 6.714
H 2.186 -15.348 7.236
H 3.066 -15.897 5.015
H 3.484 -17.493 5.491
H 5.323 -16.362 5.493
C -16.204 -22.850 7.874
C -15.898 -21.810 6.814
O -14.547 -21.697 6.545
H -15.734 -22.641 8.835
H -15.979 -23.882 7.602
H -17.287 -22.925 7.975
H -16.293 -20.867 7.191
H -16.427 -22.044 5.890
H -14.428 -20.962 5.939
C -3.834 -11.530 1.260
C -4.072 -11.842 2.777
O -3.192 -12.775 3.265
H -2.823 -11.178 1.052
H -4.447 -10.746 0.816
H -3.930 -12.502 0.775
H -5.123 -12.092 2.920
H -3.862 -10.924 3.326
H -3.419 -12.938 4.184
C -10.802 -16.274 9.465
C -11.280 -17.375 10.348
O -10.587 -17.167 11.564
H -11.246 -15.312 9.722
H -11.106 -16.561 8.458
H -9.724 -16.137 9.382
H -11.198 -18.345 9.857
H -12.357 -17.360 10.516
H -10.883 -17.870 12.146
C -5.942 -21.786 -3.168
C -4.477 -21.282 -3.198
O -4.425 -19.865 -3.164
H -6.009 -22.839 -3.441
H -6.685 -21.271 -3.776
H -6.369 -21.718 -2.167
H -3.969 -21.630 -4.098
H -3.832 -21.592 -2.376
H -4.541 -19.551 -2.264
*
```